[1]
Below is 8 unconnected molecules or ions with the total composition C16H36Cl14PS, with properties calculated with ωB97M-V/def2-TZVPD.

The geometry in ORCA input format:
```
! wB97M-V def2-TZVPD RIJCOSX def2/J DEFGRID3
* xyz 1 1
C -3.062 -0.393 -3.853
P -1.883 -1.747 -4.064
C -0.302 -1.784 -3.181
S -2.409 -3.255 -5.211
H -2.470 0.518 -3.640
H -3.734 -0.581 -2.994
H -3.630 -0.224 -4.785
H -0.495 -1.609 -2.101
H 0.335 -0.963 -3.565
H 0.207 -2.756 -3.302
H -1.937 -3.435 -6.459
H -3.097 -4.345 -4.761
Cl -0.114 -0.818 0.942
C -1.812 -0.266 1.061
C -2.778 -1.418 0.922
Cl -2.805 -2.107 -0.741
H -1.977 0.501 0.305
H -1.930 0.179 2.050
H -3.791 -1.077 1.132
H -2.524 -2.231 1.598
Cl -1.552 2.623 -1.493
C -0.075 2.842 -0.510
C -0.382 3.297 0.888
Cl -1.015 4.959 0.926
H 0.565 3.552 -1.028
H 0.426 1.875 -0.471
H 0.536 3.278 1.474
H -1.119 2.655 1.368
Cl -1.627 -0.301 4.955
C 0.116 0.074 4.817
C 0.402 1.489 5.262
Cl -0.262 2.701 4.134
H 0.417 -0.093 3.784
H 0.644 -0.633 5.457
H 1.477 1.663 5.304
H -0.030 1.680 6.242
Cl -4.668 -5.580 -3.602
C -5.554 -4.060 -3.233
C -5.896 -3.963 -1.766
Cl -7.097 -5.183 -1.293
H -6.446 -4.048 -3.855
H -4.912 -3.225 -3.516
H -6.326 -2.982 -1.564
H -5.013 -4.096 -1.144
Cl 2.231 -3.733 5.693
C 2.156 -4.311 4.009
C 1.526 -3.287 3.100
Cl -0.209 -3.063 3.451
H 1.601 -5.247 4.001
H 3.180 -4.502 3.688
H 1.607 -3.605 2.060
H 2.011 -2.318 3.205
Cl 4.048 2.447 0.241
C 4.179 1.215 -1.034
C 3.260 0.041 -0.801
Cl 3.760 -0.920 0.615
H 5.218 0.893 -1.077
H 3.925 1.701 -1.976
H 3.294 -0.624 -1.664
H 2.232 0.360 -0.636
Cl 6.257 5.084 -1.376
C 5.726 6.770 -1.133
C 5.261 7.027 0.279
Cl 3.743 6.169 0.658
H 4.935 6.974 -1.851
H 6.580 7.408 -1.355
H 5.066 8.091 0.406
H 6.007 6.715 1.007
*
```

## Properties
HOMO-LUMO gap, Eh: 0.3033
HOMO, eV: -12.1716
Energy relative to the best compared isomer or geometry (same formula, charge and spin), eV: 0.000
LUMO, eV: -3.9

[2]
Below is a single C7H16N2 molecule, with properties calculated with ωB97M-V/def2-TZVPD.

The geometry in ORCA input format:
```
! wB97M-V def2-TZVPD RIJCOSX def2/J DEFGRID3
* xyz 0 1
C -2.320 -1.327 -0.563
N -2.208 -0.562 0.588
C -0.842 -0.122 0.981
C -0.053 0.615 -0.076
C 0.823 -0.336 -1.003
N 2.223 -0.587 -0.666
C 2.485 -1.046 0.714
C -0.672 1.905 -0.518
C 0.492 1.949 0.351
H -1.895 -2.355 -0.386
H -1.682 -0.912 -1.419
H -3.359 -1.414 -0.914
H -2.805 0.306 0.612
H -0.983 0.501 1.863
H -0.220 -1.043 1.330
H 0.702 0.094 -2.013
H 0.384 -1.349 -0.973
H 2.688 0.323 -0.670
H 2.001 -0.399 1.429
H 2.084 -2.099 0.852
H 3.608 -1.003 0.825
H -1.615 2.020 -0.020
H -0.645 2.211 -1.542
H 1.450 2.294 -0.102
H 0.359 2.335 1.320
*
```

## Properties
HOMO-LUMO gap, Eh: 0.3474
HOMO, eV: -8.5156
Structure (SMILES): CNCC1(CNC)CC1
Energy relative to the best compared isomer or geometry (same formula, charge and spin), eV: 2.647
LUMO, eV: 0.9

[3]
Below is a molecular structure, C6H27B2N5NiO3, with properties calculated with ωB97M-V/def2-TZVPD.

The geometry in ORCA input format:
```
! wB97M-V def2-TZVPD RIJCOSX def2/J DEFGRID3
* xyz 0 3
Ni -0.240 0.638 -0.734
B -0.008 0.277 -3.067
H -0.844 0.680 -2.517
H 0.582 -0.459 -2.542
H -0.341 -0.131 -4.009
H 0.697 1.057 -3.309
B 0.161 2.959 -0.530
H 0.426 2.276 -1.322
H -0.662 2.444 -0.061
H 1.031 3.128 0.085
H -0.237 3.859 -0.973
C -3.820 0.623 1.683
C -2.439 0.993 1.229
C -1.464 0.229 2.126
O -0.127 0.697 1.737
C 0.807 0.190 2.590
N -2.322 0.558 -0.129
H -4.035 1.052 2.662
H -4.098 -0.426 1.576
H -4.488 1.139 0.994
H -2.302 2.064 1.384
H -1.434 -0.858 2.065
H -1.616 0.368 3.197
H 1.826 0.399 2.264
H 0.885 -0.897 2.595
H 0.729 0.567 3.609
H -2.774 -0.340 -0.028
H -2.977 1.050 -0.720
C 3.093 0.144 -0.834
O 1.919 0.259 -0.497
N 3.614 -0.646 -1.747
N 3.953 0.844 -0.279
H 4.607 -0.676 -1.565
H 3.249 -1.304 -2.420
H 4.907 0.760 -0.601
H 3.644 1.685 0.187
C 0.001 -2.622 -0.240
O -0.218 -1.473 -0.419
N -0.807 -3.440 0.398
N 0.978 -3.216 -0.784
H -0.691 -4.433 0.543
H -1.708 -3.082 0.682
H 1.001 -4.225 -0.822
H 1.541 -2.714 -1.456
*
```

## Properties
HOMO-LUMO gap (alpha / beta), Eh: 0.2980 / 0.2987
HOMO (alpha / beta), eV: -8.0209 / -8.0413
Energy relative to the best compared isomer or geometry (same formula, charge and spin), eV: 4.926
LUMO (alpha / beta), eV: 0.1 / 0.1

[4]
Below is a molecular structure, C37H43InN9O6PS, with properties calculated with ωB97M-V/def2-TZVPD.

The geometry in ORCA input format:
```
! wB97M-V def2-TZVPD RIJCOSX def2/J DEFGRID3
* xyz 2 1
In 0.039 0.290 0.110
N 0.509 2.390 -0.975
C 0.032 2.491 -2.342
C 0.415 1.224 -3.120
N 0.095 -0.033 -2.435
C 1.078 -1.068 -2.756
C 1.102 -2.233 -1.769
N 1.287 -1.764 -0.405
C -1.237 -0.534 -2.761
C -2.385 0.297 -2.186
N -2.182 0.502 -0.762
H 0.107 3.126 -0.403
H 1.520 2.486 -0.930
H 0.472 3.349 -2.868
H -1.049 2.631 -2.322
H 1.494 1.266 -3.279
H -0.063 1.263 -4.107
H 2.072 -0.621 -2.762
H 0.891 -1.476 -3.757
H 1.912 -2.903 -2.075
H 0.176 -2.803 -1.821
H 2.259 -1.526 -0.228
H 1.013 -2.488 0.255
H -1.315 -1.533 -2.329
H -1.365 -0.603 -3.848
H -3.315 -0.253 -2.370
H -2.455 1.253 -2.706
H -2.687 -0.202 -0.230
H -2.530 1.400 -0.441
N -0.640 -0.735 2.251
C -1.012 -2.017 2.762
C -0.740 -2.325 4.091
C -1.174 -3.519 4.634
C -1.912 -4.405 3.863
C -2.159 -4.116 2.535
C -1.688 -2.937 1.962
P -1.869 -2.630 0.163
C -3.708 -2.688 0.087
C -4.366 -1.655 0.757
C -5.743 -1.557 0.714
C -6.481 -2.480 -0.011
C -5.835 -3.519 -0.661
C -4.454 -3.626 -0.617
C -1.334 -4.244 -0.531
C -1.626 -4.525 -1.869
C -1.187 -5.702 -2.450
C -0.435 -6.604 -1.713
C -0.094 -6.306 -0.404
C -0.524 -5.127 0.179
H 0.048 -0.304 2.867
H -1.448 -0.111 2.264
H -0.201 -1.616 4.702
H -0.957 -3.750 5.663
H -2.282 -5.323 4.292
H -2.721 -4.808 1.926
H -3.800 -0.936 1.343
H -6.237 -0.755 1.240
H -7.555 -2.393 -0.060
H -6.410 -4.246 -1.215
H -3.973 -4.447 -1.127
H -2.208 -3.828 -2.460
H -1.442 -5.916 -3.476
H -0.112 -7.531 -2.160
H 0.504 -6.996 0.171
H -0.242 -4.912 1.201
N 7.466 2.801 1.450
C 6.889 2.391 0.321
S 7.718 2.478 -1.112
C 5.518 1.858 0.342
C 4.740 1.722 1.494
C 3.457 1.206 1.392
N 2.901 0.832 0.244
C 3.643 0.966 -0.857
C 4.929 1.457 -0.861
H 8.395 3.190 1.392
H 7.008 2.807 2.346
H 5.101 2.008 2.469
H 2.840 1.094 2.271
H 3.187 0.651 -1.786
H 5.492 1.538 -1.779
O -1.459 2.075 1.407
C -0.385 2.421 1.912
O 0.660 1.726 1.833
C -0.211 3.743 2.606
C -1.178 4.353 3.394
C -0.880 5.563 4.010
C 0.340 6.202 3.838
C 1.287 5.576 3.042
C 1.025 4.355 2.443
N 2.601 6.170 2.831
O 2.771 7.296 3.209
O 3.422 5.464 2.282
N -1.881 6.170 4.896
O -2.884 5.530 5.089
O -1.608 7.244 5.361
H -2.147 3.902 3.554
H 0.545 7.151 4.317
H 1.792 3.882 1.847
*
```

## Properties
HOMO-LUMO gap, Eh: 0.2528
HOMO, eV: -12.5645
Energy relative to the best compared isomer or geometry (same formula, charge and spin), eV: 0.824
LUMO, eV: -5.7

[5]
Below is 13 unconnected molecules or ions with the total composition C3H34NO15, with properties calculated with ωB97M-V/def2-TZVPD.

The geometry in ORCA input format:
```
! wB97M-V def2-TZVPD RIJCOSX def2/J DEFGRID3
* xyz 1 1
O 2.170 -0.357 0.650
C 1.059 -0.216 -0.169
O 1.235 -0.897 -1.347
C -0.396 -0.564 0.421
C -0.337 -1.331 1.727
N -1.215 0.675 0.584
H 2.144 -1.296 -1.243
H -0.846 -1.136 -0.378
H -0.225 -2.451 1.613
H 0.618 -1.249 2.265
H -1.072 -1.078 2.474
H -0.752 1.437 1.089
H -2.047 0.317 1.111
H -1.357 1.069 -0.357
H 4.218 -0.765 -1.299
H 4.092 -1.820 -0.407
O 3.844 -1.665 -1.347
H 2.081 0.277 1.414
H 2.543 1.478 3.458
O 1.836 1.133 2.902
H -3.245 -1.442 1.712
H -3.987 -0.924 0.456
O -3.514 -0.635 1.251
H -2.001 3.377 2.707
H -0.725 4.182 2.599
O -1.290 3.590 2.095
H 1.557 1.868 2.310
H 1.299 3.208 0.727
O 1.677 3.459 1.581
H 3.716 1.043 -2.356
H 2.795 1.902 -3.528
O 2.933 1.480 -2.684
H -2.097 -2.492 -1.354
H -2.283 -1.374 -2.523
O -2.697 -1.818 -1.764
H 0.538 -2.421 -1.990
H 1.075 -3.749 -1.237
O 0.812 -3.358 -2.073
H -2.824 1.384 -2.427
H -1.485 2.168 -2.169
O -2.243 1.748 -1.751
H -0.375 -0.659 -4.060
H -1.706 -1.017 -4.630
O -1.310 -0.675 -3.811
H 1.479 1.362 -1.229
H 1.315 4.323 1.793
O 0.952 1.248 -0.413
H -1.054 -4.052 -1.492
H -2.169 -4.003 -0.351
O -1.297 -3.692 -0.624
H 0.012 1.065 3.584
H -0.829 1.569 4.705
O -0.623 1.776 3.783
*
```

## Properties
HOMO-LUMO gap, Eh: 0.3937
HOMO, eV: -13.1628
Energy relative to the best compared isomer or geometry (same formula, charge and spin), eV: 1.204
LUMO, eV: -2.5

[6]
Below is a single C5H6O2S molecule, with properties calculated with ωB97M-V/def2-TZVPD.

The geometry in ORCA input format:
```
! wB97M-V def2-TZVPD RIJCOSX def2/J DEFGRID3
* xyz 0 1
C -2.298 -0.378 -0.786
C -1.330 -0.302 -0.082
C -0.161 -0.320 0.794
C 1.004 -1.175 0.301
S 1.298 -1.359 -1.486
O 0.167 1.059 1.261
C 0.331 1.981 0.331
O 0.398 1.764 -0.871
H -3.013 -0.386 -1.589
H -0.551 -0.672 1.771
H 1.925 -0.859 0.818
H 0.773 -2.207 0.515
H 1.014 -0.115 -1.812
H 0.443 2.969 0.834
*
```

## Properties
HOMO-LUMO gap, Eh: 0.3606
HOMO, eV: -9.0666
Structure (SMILES): C#C[C@@H](CS)OC=O
Energy relative to the best compared isomer or geometry (same formula, charge and spin), eV: 2.267
LUMO, eV: 0.7

- Which formula does entry 3 have?
  C6H27B2N5NiO3